[1]
8
Properties=species:S:1:pos:R:3:forces:R:3:nbo_charge:R:1 method="wB97M-V/def2-TZVPD" max_force_ev_per_a=2.5 lumo_energy_ev=7.1 homo_lumo_gap_ha=0.2181 de_lowest_kj_mol=190.1 total_charge=-2
P 0.0939 -0.8297 0.2545 -2.3713 0.7635 -0.1802 2.4106
O 0.2620 -0.3657 1.6595 0.0644 -0.2257 -0.1840 -1.1571
O 1.9918 2.4253 -0.9277 0.2455 0.3972 -0.1327 -1.3895
O 1.0212 -1.6762 -0.4877 0.9786 -0.7569 -0.3227 -1.1388
O -0.8813 0.1121 -0.6711 0.6417 0.8212 0.2928 -0.6866
N -1.5990 -1.1094 -0.1990 -0.3515 -1.2120 1.6192 -0.7278
H 1.2920 2.2964 -0.2798 -0.0566 -0.0789 0.0377 0.3928
H -2.1808 -0.8527 0.6514 0.8492 0.2915 -1.1300 0.2965


[2]
15
Properties=species:S:1:pos:R:3:forces:R:3:nbo_charge:R:1 method="wB97M-V/def2-TZVPD" max_force_ev_per_a=1.5 multiplicity=2 lumo_energy_ev="4.3 / 4.2" s_squared=0.75 homo_lumo_gap_ha="0.1352 / 0.2920" de_lowest_kj_mol=115.9 total_charge=-1
O 1.1202 -1.8400 1.6683 0.0170 0.2716 0.3306 -0.7361
N 0.3155 1.1098 -1.3803 -1.0688 -0.6389 0.8520 -0.4320
C 1.3409 1.3264 -0.4050 1.2959 0.5284 -0.0184 -0.4697
C -0.8349 -1.9494 0.3390 -0.5368 0.6566 0.2221 -0.7344
C -0.7228 1.8525 -1.2987 0.4507 0.1183 -0.6825 -0.1742
C -0.1158 -1.5689 1.6202 0.3987 -0.8106 -0.4140 0.0888
H -0.6467 -1.1452 -0.3763 0.0570 -0.2149 -0.4128 0.2235
H -0.6888 -1.4343 2.5499 -0.1465 0.0624 -0.0500 0.0755
H -1.9268 -2.0350 0.4361 0.0329 0.1608 0.2102 0.1720
H -1.6337 1.5794 -1.8211 0.0273 -0.0574 -0.3316 0.1488
H 1.1615 0.8667 0.5825 -0.6524 -0.3162 -0.3296 0.2124
H 1.5395 2.3863 -0.1707 -0.1336 0.1062 -0.1950 0.1456
H -0.4815 -2.9017 -0.0765 0.2881 0.0406 0.0884 0.1770
H 2.2764 0.8813 -0.7529 0.0028 0.0692 -0.0317 0.1858
H -0.7029 2.8722 -0.9144 -0.0323 0.0240 0.7623 0.1169


[3]
11
Properties=species:S:1:pos:R:3:forces:R:3:nbo_charge:R:1 method="wB97M-V/def2-TZVPD" smiles="Nc1ncc(=O)on1" max_force_ev_per_a=4.3 lumo_energy_ev=-1.1 homo_lumo_gap_ha=0.3002 de_lowest_kj_mol=316.9
O -1.1950 0.6606 -1.2599 -1.0253 -1.0800 1.5251 -0.3006
O -3.0367 -0.2891 -0.4211 1.0708 -0.0080 0.2290 -0.5269
N 2.1462 0.3952 -0.0363 -1.9884 -2.5557 2.8164 -0.7998
N 0.2525 -0.5613 0.8630 -2.6676 -0.2290 -0.6710 -0.3733
N 0.1462 0.8833 -1.1192 1.7127 -1.1363 0.8043 -0.1677
C 0.7645 0.1855 -0.1912 1.9820 2.2412 -0.6120 0.4460
C -1.8435 -0.1164 -0.3048 -1.5416 0.7832 -1.3383 0.6549
C -1.0520 -0.6624 0.7975 2.5179 0.0439 0.1587 0.0484
H -1.5687 -1.1832 1.5873 -0.2212 -0.0696 0.0440 0.2214
H 2.7622 0.8445 -0.6061 1.0724 1.5394 -2.3061 0.3984
H 2.6243 -0.1566 0.6907 -0.9117 0.4710 -0.6500 0.3992


[4]
16
Properties=species:S:1:pos:R:3:forces:R:3:nbo_charge:R:1 method="wB97M-V/def2-TZVPD" smiles=Cn1ncc(Br)c1NN max_force_ev_per_a=3.5 lumo_energy_ev=0.8 homo_lumo_gap_ha=0.3243 de_lowest_kj_mol=0.0
Br -3.2986 -0.3420 0.1029 1.2824 0.3728 0.0379 0.0385
N 0.2336 -1.4595 0.3483 -3.3801 0.6124 0.3598 -0.4664
N -0.6385 -2.6148 -0.0318 1.8207 -0.5276 1.8731 -0.6810
N -0.0140 2.1170 -0.0643 -0.1482 0.6042 0.2468 -0.2622
N 0.6062 0.9644 -0.0500 0.1555 -2.8317 1.2646 -0.1643
C -1.2969 1.8523 0.0727 0.6929 0.0104 -1.7634 -0.0887
C -0.2356 -0.1194 0.1765 -0.3126 -0.3004 -1.5340 0.2769
C 2.0436 0.9207 -0.2298 -1.8098 -1.7656 1.0830 -0.3955
C -1.5198 0.4480 0.0221 -0.3296 -0.1030 1.4909 -0.2433
H -1.8221 2.7434 -0.1904 -1.4416 -0.1129 0.4748 0.2263
H 1.1573 -1.6356 0.0851 1.2110 -0.1950 -0.8417 0.3739
H 2.1888 1.0781 -1.2521 1.0078 -0.1937 -1.5470 0.2148
H 2.4035 -0.0044 0.2380 0.2259 0.1626 -0.7228 0.1984
H -1.5535 -2.3539 -0.3906 0.3092 0.2604 0.5154 0.3809
H 2.4096 1.6934 0.3390 1.1723 1.9423 1.1035 0.2219
H -0.6638 -3.2878 0.8244 -0.4558 2.0649 -2.0408 0.3698